Record 1
Here is the ion C3H4N5 with charge +1 from the Open Molecules 2025 dataset. Energies are from wB97M-V/def2-TZVPD.

HOMO-LUMO gap	10.073	eV
charge	+1
LUMO level	-4.63	eV
structure (SMILES)	[C@H]12[C@@H]3N4[C@H]1N1N2N3[N@H+]41
HOMO	-14.70	eV

Cartesian coordinates (Å):
1 C -0.858 0.150 0.734
2 C 0.305 -0.852 0.598
3 N 0.995 0.041 -0.393
4 C -0.181 1.022 -0.372
5 N -0.844 0.248 -1.407
6 N -1.479 -0.592 -0.401
7 N -0.413 -1.544 -0.517
8 N 0.293 -0.651 -1.437
9 H -1.381 0.465 1.519
10 H 1.013 -1.461 1.338
11 H -0.024 2.188 -0.374
12 H 0.608 -1.082 -2.297



Record 2
Here is a structure of composition H6N4O2S from the Open Molecules 2025 dataset. Energies are from wB97M-V/def2-TZVPD.

HOMO-LUMO gap	10.313	eV
charge	0
LUMO level	0.43	eV
HOMO	-9.89	eV

Cartesian coordinates (Å):
1 N -2.190 0.624 0.136
2 N 2.337 -0.611 0.069
3 N -1.707 -0.655 0.056
4 N -0.068 -0.865 -0.719
5 O 0.539 0.718 1.141
6 O 1.222 1.320 -1.092
7 S 0.958 0.273 -0.190
8 H -1.739 1.278 0.789
9 H -2.849 0.986 -0.555
10 H 3.029 -0.102 0.495
11 H 2.151 -1.390 0.634
12 H -1.563 -0.853 1.010
13 H -0.119 -0.722 -1.774



Record 3
Here is an isolated molecule of CH6N2 from the Open Molecules 2025 dataset. Energies are from wB97M-V/def2-TZVPD.

HOMO-LUMO gap	10.152	eV
charge	0
LUMO level	1.23	eV
structure (SMILES)	NCN
HOMO	-8.92	eV

Cartesian coordinates (Å):
1 N -0.343 -1.010 -0.645
2 C 0.596 -0.116 -0.010
3 N 0.020 0.958 0.808
4 H -1.150 -1.192 -0.073
5 H -0.590 -0.802 -1.597
6 H 1.264 -0.678 0.638
7 H 1.194 0.406 -0.756
8 H -0.207 1.798 0.299
9 H -0.784 0.636 1.335



Record 4
Here is a structure of composition C20H33AlCl4F11Li2N3O16P2S3 from the Open Molecules 2025 dataset. Energies are from wB97M-V/def2-TZVPD.

HOMO-LUMO gap	7.540	eV
charge	0
LUMO level	-2.13	eV
HOMO	-9.67	eV

Cartesian coordinates (Å):
1 N -6.094 -0.051 4.739
2 C -5.187 -0.255 3.602
3 C -4.187 -1.376 4.010
4 O -3.970 -2.397 3.014
5 C -3.596 -1.904 1.800
6 P -2.247 -0.582 1.872
7 P -1.349 -0.260 -0.064
8 O -0.589 1.035 0.003
9 O -2.362 -0.220 -1.334
10 O -0.286 -1.415 -0.299
11 S -3.087 -3.390 0.829
12 O -4.254 -4.171 0.736
13 O -2.026 -4.046 1.476
14 F -2.729 -2.914 -0.640
15 H -6.628 -0.899 4.889
16 H -6.697 0.739 4.553
17 H -4.612 0.676 3.547
18 H -5.718 -0.455 2.661
19 H -3.243 -0.959 4.403
20 H -4.633 -1.887 4.859
21 H -4.468 -1.506 1.262
22 H -2.883 0.654 2.148
23 H -3.123 0.355 -1.164
24 H 0.456 -1.170 0.295
25 Li -0.648 1.428 -2.117
26 C 3.086 -2.020 -1.269
27 C 2.906 -2.676 -0.120
28 C 3.561 -3.996 0.145
29 O 3.373 -4.533 1.216
30 C 4.393 -4.570 -0.907
31 C 4.571 -3.915 -2.059
32 C 3.935 -2.584 -2.312
33 O 4.136 -2.017 -3.369
34 O 5.321 -4.406 -3.047
35 O 2.131 -2.194 0.859
36 H 2.619 -1.066 -1.470
37 H 4.849 -5.531 -0.712
38 H 5.286 -3.742 -3.761
39 H 2.165 -2.857 1.580
40 C -3.547 6.476 -7.958
41 F -4.194 6.850 -9.051
42 F -2.227 6.417 -8.249
43 F -3.712 7.417 -7.034
44 S -4.150 4.853 -7.367
45 O -3.858 3.933 -8.462
46 O -5.527 5.060 -7.095
47 N -3.186 4.726 -6.099
48 S -3.438 3.384 -5.292
49 O -3.031 2.175 -5.972
50 O -4.663 3.301 -4.575
51 C -2.167 3.637 -3.999
52 F -2.383 4.732 -3.284
53 F -0.933 3.751 -4.513
54 F -2.136 2.589 -3.127
55 Li -1.978 3.530 -7.748
56 O 0.490 4.646 -0.732
57 H -0.123 5.069 -0.120
58 H 0.100 4.806 -1.597
59 C -2.384 -1.716 7.277
60 Cl -1.389 -1.315 5.861
61 Cl -3.984 -0.960 7.164
62 H -2.497 -2.793 7.328
63 H -1.887 -1.356 8.170
64 C 6.621 2.532 -2.288
65 C 7.311 1.503 -3.173
66 C 7.108 0.224 -2.377
67 O 5.873 0.372 -1.666
68 C 5.446 1.735 -1.745
69 H 6.315 3.433 -2.818
70 H 7.285 2.825 -1.471
71 H 6.794 1.433 -4.133
72 H 8.360 1.721 -3.366
73 H 7.907 0.081 -1.642
74 H 7.058 -0.663 -3.012
75 H 4.586 1.783 -2.425
76 H 5.127 2.074 -0.758
77 F -2.369 -6.517 9.445
78 Al -1.529 -5.032 9.594
79 F -2.511 -3.895 10.427
80 F -1.165 -4.414 8.024
81 F -0.073 -5.278 10.466
82 Cl 3.542 1.997 -5.930
83 C 2.785 1.096 -7.266
84 C 1.799 1.942 -8.031
85 Cl 0.353 2.321 -7.043
86 H 2.313 0.209 -6.850
87 H 3.584 0.779 -7.932
88 H 1.452 1.405 -8.911
89 H 2.241 2.880 -8.355
90 C -0.366 -2.719 13.708
91 C -0.059 -1.906 12.533
92 N 0.175 -1.283 11.613
93 H 0.032 -3.723 13.571
94 H 0.082 -2.272 14.594
95 H -1.444 -2.780 13.841



Record 5
Here is a cluster of 2 separate species, C2H7NOS in total from the Open Molecules 2025 dataset. Energies are from wB97M-V/def2-TZVPD.

HOMO-LUMO gap	7.427	eV
charge	0
LUMO level	-0.74	eV
structure (SMILES)	CN=S.CO
HOMO	-8.17	eV

Cartesian coordinates (Å):
1 C -0.593 0.876 -1.063
2 N -2.030 0.667 -1.313
3 S -2.517 -0.787 -1.459
4 H 0.291 0.332 -1.432
5 H -0.402 1.934 -1.330
6 H -0.546 0.999 0.019
7 C 0.891 -0.990 0.944
8 O 1.001 0.345 1.138
9 H 1.837 -1.503 1.197
10 H 0.990 -1.022 -0.217
11 H 0.014 -1.367 1.423
12 H 1.064 0.515 2.095



Record 6
Here is an isolated molecule of C11H14N2 from the Open Molecules 2025 dataset. Energies are from wB97M-V/def2-TZVPD.

HOMO-LUMO gap (alpha / beta)	4.768 / 3.772	eV
charge	0
LUMO level (alpha / beta)	-2.19 / -2.58	eV
HOMO (alpha / beta)	-6.96 / -6.35	eV

Cartesian coordinates (Å):
1 C -1.955 -1.705 1.646
2 C 1.089 0.026 -1.553
3 C -2.127 -0.642 0.589
4 C 2.533 1.183 0.139
5 C 1.501 0.828 1.271
6 C 1.895 1.196 -1.281
7 C 0.135 -0.638 -0.756
8 C -0.896 0.128 0.243
9 C 0.467 -0.120 0.674
10 C -0.245 -2.040 -1.135
11 C -1.265 1.557 -0.200
12 N -1.493 -2.790 1.341
13 N 2.144 0.077 -2.232
14 H -2.280 -1.427 2.608
15 H -2.499 -0.949 -0.381
16 H -3.065 0.074 0.865
17 H 3.045 2.093 0.532
18 H 3.353 0.328 0.134
19 H 1.932 0.276 2.053
20 H 1.010 1.662 1.704
21 H 1.773 2.123 -1.711
22 H 0.453 -2.250 -1.924
23 H -1.209 -1.988 -1.414
24 H -0.279 -2.635 -0.193
25 H -1.855 1.857 0.618
26 H -1.821 1.617 -1.162
27 H -0.341 2.157 -0.476



Record 7
Here is an isolated molecule of C3H6F2 from the Open Molecules 2025 dataset. Energies are from wB97M-V/def2-TZVPD.

HOMO-LUMO gap	12.727	eV
charge	0
LUMO level	1.06	eV
structure (SMILES)	FCCCF
HOMO	-11.67	eV

Cartesian coordinates (Å):
1 F 2.272 -0.059 -0.298
2 C 1.104 0.775 0.157
3 C -0.018 -0.346 -0.398
4 C -1.318 -0.453 0.229
5 F -2.032 0.651 -0.402
6 H 1.214 1.803 -0.373
7 H 1.107 0.720 1.331
8 H -0.084 -0.367 -1.436
9 H 0.837 -1.251 -0.102
10 H -1.321 -0.272 1.349
11 H -1.763 -1.202 -0.057



Record 8
Here is an isolated molecule of C22H24N2O7 from the Open Molecules 2025 dataset. Energies are from wB97M-V/def2-TZVPD.

HOMO-LUMO gap	8.920	eV
charge	0
LUMO level	0.52	eV
structure (SMILES)	CCCOc1ccc(N2C(=O)C[C@H](N(Cc3ccco3)C(=O)CCC(=O)O)C2=O)cc1
HOMO	-8.40	eV

Cartesian coordinates (Å):
1 C 6.252 2.888 -0.628
2 C 5.915 2.310 0.741
3 C 6.295 0.830 0.828
4 O 5.575 0.024 -0.084
5 C 4.283 -0.301 0.168
6 C 3.640 -1.024 -0.841
7 C 2.331 -1.426 -0.701
8 C 1.635 -1.116 0.462
9 N 0.281 -1.520 0.615
10 C -0.190 -2.772 0.234
11 O 0.490 -3.651 -0.219
12 C -1.675 -2.809 0.503
13 C -1.998 -1.470 1.168
14 N -3.123 -0.761 0.579
15 C -2.846 0.276 -0.404
16 C -1.860 -0.176 -1.431
17 C -0.650 0.334 -1.802
18 C -0.178 -0.489 -2.853
19 C -1.132 -1.437 -3.042
20 O -2.156 -1.256 -2.191
21 C -4.349 -1.134 1.033
22 O -4.460 -2.023 1.855
23 C -5.559 -0.393 0.499
24 C -5.640 1.048 1.025
25 C -5.950 2.037 -0.072
26 O -5.696 1.882 -1.238
27 O -6.527 3.141 0.402
28 C -0.697 -0.684 1.108
29 O -0.535 0.458 1.457
30 C 2.265 -0.410 1.474
31 C 3.577 0.001 1.330
32 H 7.324 2.846 -0.806
33 H 5.752 2.318 -1.406
34 H 5.930 3.924 -0.694
35 H 4.845 2.422 0.927
36 H 6.455 2.850 1.521
37 H 6.177 0.456 1.852
38 H 7.340 0.702 0.533
39 H 4.197 -1.260 -1.733
40 H 1.849 -1.985 -1.486
41 H -1.925 -3.667 1.126
42 H -2.210 -2.929 -0.440
43 H -2.254 -1.627 2.225
44 H -2.427 1.159 0.092
45 H -3.773 0.560 -0.902
46 H -0.156 1.181 -1.373
47 H 0.743 -0.380 -3.388
48 H -1.199 -2.266 -3.718
49 H -5.548 -0.386 -0.593
50 H -6.434 -0.957 0.821
51 H -4.684 1.357 1.457
52 H -6.390 1.150 1.808
53 H -6.696 3.777 -0.312
54 H 1.729 -0.170 2.379
55 H 4.036 0.549 2.137



Relative energy (zero: lowest compared OMol25 entry of this formula, charge and spin) list, top to bottom, in eV: 8.752 0.000 0.129 0.000 3.770 10.740 3.066 0.000
Strongest force on any atom list, top to bottom, in eV/A: 4.1 3.8 1.1 2.8 4.2 3.7 10.5 0.9